{"formula": "C20H30N2O6S", "method": "wB97M-V/def2-TZVPD", "species": ["C", "O", "C", "C", "C", "C", "S", "O", "O", "N", "C", "C", "C", "C", "C", "C", "C", "C", "C", "O", "O", "C", "C", "O", "N", "C", "C", "C", "C", "H", "H", "H", "H", "H", "H", "H", "H", "H", "H", "H", "H", "H", "H", "H", "H", "H", "H", "H", "H", "H", "H", "H", "H", "H", "H", "H", "H", "H", "H"], "xyz": [[-2.47, -1.07, -3.41], [-1.96, -0.23, -2.40], [-2.26, -0.49, -1.12], [-3.01, -1.59, -0.69], [-3.23, -1.80, 0.66], [-2.72, -0.92, 1.60], [-2.97, -1.23, 3.35], [-4.17, -2.00, 3.48], [-2.85, 0.02, 4.04], [-1.72, -2.19, 3.85], [-1.77, -3.59, 3.51], [-0.84, -4.02, 2.37], [0.63, -4.02, 2.79], [1.34, -2.68, 2.65], [0.48, -1.44, 2.94], [-0.45, -1.58, 4.15], [-1.99, 0.18, 1.20], [-1.75, 0.41, -0.15], [-0.98, 1.61, -0.56], [-1.08, 2.18, -1.62], [-0.14, 1.99, 0.40], [0.62, 3.18, 0.20], [1.92, 2.92, -0.58], [3.01, 3.04, -0.06], [1.71, 2.57, -1.86], [2.79, 2.32, -2.79], [2.76, 3.30, -3.97], [3.84, 2.92, -4.98], [2.97, 4.73, -3.47], [-3.56, -1.09, -3.41], [-2.09, -2.09, -3.32], [-2.12, -0.64, -4.35], [-3.42, -2.28, -1.40], [-3.82, -2.64, 1.00], [-1.52, -4.17, 4.41], [-2.81, -3.79, 3.26], [-1.13, -5.04, 2.09], [-0.99, -3.38, 1.50], [0.68, -4.36, 3.83], [1.17, -4.76, 2.20], [2.20, -2.68, 3.32], [1.73, -2.58, 1.64], [1.15, -0.60, 3.11], [-0.12, -1.20, 2.07], [-0.70, -0.59, 4.54], [0.03, -2.15, 4.95], [-1.63, 0.87, 1.94], [0.88, 3.54, 1.20], [0.01, 3.92, -0.33], [0.76, 2.52, -2.21], [2.71, 1.29, -3.16], [3.72, 2.42, -2.23], [1.78, 3.23, -4.45], [3.68, 1.91, -5.34], [3.82, 3.60, -5.83], [4.82, 2.97, -4.52], [2.19, 5.01, -2.77], [2.94, 5.43, -4.31], [3.93, 4.82, -2.98]], "lowdin_charge": [-0.06, -0.06, -0.20, 0.01, -0.04, -0.26, 0.67, -0.28, -0.27, -0.24, -0.20, -0.17, -0.20, -0.20, -0.17, -0.18, 0.00, -0.02, -0.42, 0.12, 0.03, -0.05, -0.47, 0.07, 0.08, -0.16, -0.42, -0.08, -0.07, 0.10, 0.10, 0.10, 0.11, 0.12, 0.13, 0.11, 0.11, 0.11, 0.11, 0.11, 0.11, 0.11, 0.12, 0.09, 0.11, 0.13, 0.13, 0.14, 0.14, 0.12, 0.13, 0.13, 0.13, 0.07, 0.08, 0.08, 0.07, 0.08, 0.09], "lumo_energy_ev": 0.079, "relative_energy_ev": 0.555, "gap_ev": 9.15, "smiles": "COc1ccc(S(=O)(=O)N2CCCCCC2)cc1C(=O)OCC(=O)NCC(C)C", "total_charge": 0}

{"formula": "C20H30N4O4", "method": "wB97M-V/def2-TZVPD", "species": ["C", "O", "C", "C", "C", "C", "N", "C", "C", "O", "N", "C", "C", "C", "O", "C", "N", "C", "O", "C", "N", "C", "C", "C", "C", "C", "C", "C", "H", "H", "H", "H", "H", "H", "H", "H", "H", "H", "H", "H", "H", "H", "H", "H", "H", "H", "H", "H", "H", "H", "H", "H", "H", "H", "H", "H", "H", "H"], "xyz": [[-1.76, 7.40, 0.97], [-1.36, 6.06, 1.18], [-1.08, 5.32, 0.06], [-1.17, 5.78, -1.24], [-0.84, 4.94, -2.30], [-0.41, 3.63, -2.10], [-0.13, 2.81, -3.18], [-0.35, 3.16, -0.77], [0.10, 1.76, -0.50], [0.88, 1.16, -1.22], [-0.41, 1.18, 0.62], [-0.10, -0.19, 0.97], [-0.36, -0.43, 2.45], [0.02, -1.82, 2.90], [-0.75, -2.73, 2.15], [1.55, -2.07, 2.95], [1.46, -1.96, 4.41], [2.31, -2.02, 5.45], [1.90, -2.04, 6.60], [3.80, -2.01, 5.08], [4.05, -3.12, 4.16], [3.84, -4.39, 4.83], [5.34, -3.09, 3.50], [4.18, -0.57, 4.67], [4.56, -0.30, 6.14], [4.66, -1.83, 6.36], [0.00, -1.99, 4.44], [-0.67, 4.01, 0.28], [-1.93, 7.82, 1.96], [-0.98, 7.97, 0.47], [-2.69, 7.45, 0.40], [-1.48, 6.79, -1.46], [-0.91, 5.32, -3.31], [0.49, 2.04, -2.96], [0.07, 3.29, -4.04], [-1.20, 1.63, 1.07], [-0.68, -0.89, 0.37], [0.95, -0.36, 0.73], [0.20, 0.29, 3.05], [-1.43, -0.27, 2.68], [-0.52, -3.63, 2.41], [1.85, -3.06, 2.61], [2.19, -1.32, 2.47], [3.91, -5.20, 4.10], [4.57, -4.58, 5.63], [2.84, -4.43, 5.28], [5.41, -3.97, 2.86], [5.44, -2.22, 2.87], [6.19, -3.12, 4.20], [5.07, -0.55, 4.03], [3.40, 0.05, 4.21], [5.46, 0.29, 6.32], [3.73, 0.12, 6.71], [4.25, -2.24, 7.28], [5.67, -2.19, 6.20], [-0.46, -1.19, 5.02], [-0.40, -2.95, 4.77], [-0.57, 3.68, 1.31]], "lowdin_charge": [-0.09, -0.09, -0.28, -0.02, -0.02, -0.26, 0.11, -0.08, -0.42, 0.05, 0.07, -0.16, -0.11, -0.47, 0.02, -0.04, 0.00, -0.42, 0.08, -0.38, -0.20, -0.07, -0.09, -0.09, -0.13, -0.10, -0.03, 0.04, 0.09, 0.09, 0.09, 0.10, 0.11, 0.07, 0.09, 0.13, 0.13, 0.12, 0.13, 0.13, 0.10, 0.12, 0.12, 0.09, 0.09, 0.09, 0.09, 0.08, 0.09, 0.10, 0.11, 0.10, 0.11, 0.11, 0.11, 0.13, 0.13, 0.13], "lumo_energy_ev": 0.555, "relative_energy_ev": 2.785, "gap_ev": 8.14, "smiles": "COc1ccc(N)c(C(=O)NCCC2(O)CN(C(=O)C3(N(C)C)CCC3)C2)c1", "total_charge": 0}

{"formula": "C20H30N4O6S", "method": "wB97M-V/def2-TZVPD", "species": ["C", "C", "N", "C", "C", "C", "C", "N", "C", "O", "C", "N", "C", "O", "C", "O", "C", "C", "C", "C", "S", "O", "O", "N", "C", "C", "O", "C", "C", "C", "C", "H", "H", "H", "H", "H", "H", "H", "H", "H", "H", "H", "H", "H", "H", "H", "H", "H", "H", "H", "H", "H", "H", "H", "H", "H", "H", "H", "H", "H", "H"], "xyz": [[4.76, -2.03, 3.31], [4.28, -1.14, 2.16], [2.84, -1.04, 1.99], [2.17, -0.21, 2.99], [2.06, 1.24, 2.51], [2.18, -2.31, 1.72], [0.99, -2.07, 0.79], [1.45, -1.31, -0.35], [0.96, -1.46, -1.59], [0.08, -2.24, -1.88], [1.60, -0.54, -2.64], [0.61, -0.18, -3.63], [0.71, -0.71, -4.88], [1.68, -1.32, -5.26], [-0.52, -0.50, -5.76], [-1.23, 0.69, -5.53], [-1.38, 1.05, -4.23], [-2.42, 1.91, -3.89], [-2.61, 2.30, -2.58], [-1.74, 1.82, -1.62], [-1.91, 2.22, 0.11], [-0.60, 2.43, 0.67], [-2.89, 3.26, 0.28], [-2.44, 0.73, 0.69], [-3.83, 0.44, 0.40], [-4.76, 1.08, 1.45], [-4.39, 0.70, 2.75], [-3.06, 1.08, 3.04], [-2.08, 0.42, 2.07], [-0.69, 0.99, -1.93], [-0.48, 0.59, -3.25], [5.84, -1.99, 3.37], [4.46, -3.06, 3.15], [4.36, -1.69, 4.26], [4.65, -0.12, 2.31], [4.70, -1.51, 1.22], [1.17, -0.61, 3.18], [2.72, -0.23, 3.94], [1.66, 1.86, 3.30], [3.03, 1.62, 2.22], [1.39, 1.32, 1.65], [2.89, -2.96, 1.21], [1.84, -2.83, 2.63], [0.57, -3.01, 0.43], [0.20, -1.51, 1.31], [2.17, -0.64, -0.12], [2.04, 0.35, -2.18], [2.38, -1.10, -3.17], [-1.17, -1.37, -5.59], [-0.21, -0.49, -6.81], [-3.07, 2.25, -4.68], [-3.40, 2.97, -2.30], [-4.05, 0.83, -0.59], [-3.95, -0.64, 0.41], [-5.79, 0.74, 1.31], [-4.71, 2.17, 1.35], [-2.87, 0.76, 4.07], [-2.96, 2.17, 2.96], [-1.07, 0.80, 2.23], [-2.11, -0.66, 2.18], [-0.05, 0.68, -1.13]], "lowdin_charge": [-0.08, -0.25, -0.22, -0.24, -0.07, -0.18, -0.14, 0.07, -0.50, 0.09, -0.03, 0.03, -0.39, 0.10, -0.05, 0.01, -0.19, 0.02, -0.05, -0.27, 0.69, -0.29, -0.28, -0.22, -0.16, -0.19, -0.12, -0.18, -0.17, 0.02, -0.10, 0.07, 0.07, 0.06, 0.11, 0.12, 0.11, 0.11, 0.08, 0.07, 0.04, 0.12, 0.13, 0.13, 0.11, 0.13, 0.14, 0.14, 0.15, 0.14, 0.13, 0.12, 0.12, 0.14, 0.13, 0.11, 0.13, 0.13, 0.10, 0.13, 0.10], "lumo_energy_ev": 0.643, "relative_energy_ev": 0.337, "gap_ev": 9.36, "smiles": "CCN(CC)CCNC(=O)CN1C(=O)COc2ccc(S(=O)(=O)N3CCOCC3)cc21", "total_charge": 0}